# 1
C7H9N5O2 | wB97M-V/def2-TZVPD

Structure (XYZ):
```
23
C7H9N5O2 (wB97M-V/def2-TZVPD)
O -0.8891 3.5649 0.7318
O -2.7305 -1.5760 -0.7470
N -2.2398 -0.7488 1.2446
N 0.6310 -2.2970 -1.1825
N -2.2479 0.6743 -0.6234
N -1.7353 1.5857 0.0112
N -1.2396 2.5439 0.2553
C 1.8361 1.3307 0.3805
C 1.1973 1.3019 -0.8381
C 0.9046 -1.0827 -0.6698
C -2.3942 -0.6432 -0.0557
C 2.1474 0.1663 1.0726
C 1.7367 -1.0588 0.4718
C 0.6617 0.1031 -1.3131
H 2.1776 -1.8093 1.1091
H 0.4872 -3.1712 -0.7190
H 0.8947 2.1934 -1.4326
H 2.1405 2.3117 0.8009
H -0.0177 0.2079 -2.1656
H 2.5868 0.2031 2.1255
H -0.1820 -2.1888 -1.8891
H -1.9229 0.0315 1.8272
H -1.8024 -1.6424 1.6055
```

HOMO, eV: -8.1
Multiplicity: 1
Net charge: 0
HOMO-LUMO gap, hartree: 0.3090
ΔE to the lowest compared entry with this formula, charge and spin, kcal per mole: 153.3


# 2
C7H9NO | wB97M-V/def2-TZVPD

Structure (XYZ):
```
18
C7H9NO (wB97M-V/def2-TZVPD)
O -0.0640 0.6763 1.6417
N 0.3633 1.7720 -0.7618
C 0.6744 -0.4284 -0.4166
C -1.3061 -1.0189 0.7466
C -0.7876 1.1849 -0.5239
C 0.5992 -1.7734 -0.5238
C -0.5193 -2.0520 0.3104
C -0.4445 0.1255 0.4054
C 1.4311 0.7542 -0.8992
H -2.2031 -1.1878 1.5316
H 1.3768 -2.4630 -1.0702
H 1.7970 0.7055 -2.0734
H 0.2157 1.5767 1.5993
H -0.9601 -3.1279 0.6559
H -1.5225 1.9197 -0.2226
H 2.2699 0.8876 -0.0549
H 0.4504 2.5046 -1.4783
H -1.3387 0.6184 -1.2818
```

HOMO, eV: -8.2
Multiplicity: 1
Net charge: 0
HOMO-LUMO gap, hartree: 0.3319
ΔE to the lowest compared entry with this formula, charge and spin, kcal per mole: 105.8


# 3
C7H9NO | wB97M-V/def2-TZVPD

Structure (XYZ):
```
18
C7H9NO (wB97M-V/def2-TZVPD)
O 2.0112 1.0179 -1.6056
N -1.1561 -0.7259 -1.2021
C -0.1492 -0.1091 2.2444
C -0.7871 0.0252 -0.0476
C -1.1888 -0.3232 1.4038
C 0.7753 -0.1335 0.0255
C 1.1399 0.1608 1.5226
C 0.9984 0.5009 -1.2122
C -0.2295 0.1046 -2.1561
H 0.1848 -0.3657 3.2491
H -2.1986 -0.4799 -1.5737
H 0.8876 -1.2331 -0.1902
H -0.6979 1.1652 -2.4506
H 1.7995 -0.7101 1.8939
H 1.5747 1.2910 1.4652
H -2.0982 -0.7035 1.7917
H 0.1744 -0.5144 -2.9300
H -1.0404 1.0330 -0.2283
```

HOMO, eV: -9.3
Multiplicity: 1
Net charge: 0
HOMO-LUMO gap, hartree: 0.3752
ΔE to the lowest compared entry with this formula, charge and spin, kcal per mole: 87.8


# 4
C7H9NO2 | wB97M-V/def2-TZVPD

Structure (XYZ):
```
19
C7H9NO2 (wB97M-V/def2-TZVPD)
O 0.2309 -2.1842 0.0450
O -2.0462 2.0777 0.0154
N -0.3190 0.0838 -0.0367
C -2.0883 0.9030 0.0194
C 1.6165 0.6492 1.3155
C -2.0504 -1.4141 0.0221
C -2.8134 -0.3232 0.0265
C -0.5511 -1.2416 0.0079
C 1.7082 0.1320 -1.1748
C 0.9248 0.8323 -0.0784
H 1.5791 -0.4226 1.4761
H 2.6827 0.9442 1.0642
H 2.1911 -0.7850 -0.6958
H 0.9534 -0.1095 -1.9006
H 1.0594 1.1570 2.2006
H -2.4012 -2.4133 -0.2240
H 0.5854 1.8394 -0.3701
H 2.5817 0.5819 -1.6401
H -3.8438 -0.3071 -0.0723
```

HOMO, eV: -9.1
Multiplicity: 1
Net charge: 0
HOMO-LUMO gap, hartree: 0.2906
ΔE to the lowest compared entry with this formula, charge and spin, kcal per mole: 63.9